C38H27BaF2N5O2Se2 | the ωB97M-V functional and the def2-TZVPD basis

```
77
Properties=species:S:1:pos:R:3:forces:R:3
Ba -0.845099 0.742133 0.833306 0.0 0.1 0.5
C 2.392538 -1.984668 0.350977 0.1 0.1 0.0
O 1.155109 -1.668132 -0.271701 -0.2 -0.1 0.1
C 0.667523 -2.538877 -1.196148 0.0 0.0 -0.1
C 1.143068 -3.829035 -1.381744 0.0 0.0 0.0
C 0.532304 -4.672687 -2.301639 0.0 0.0 0.0
C -0.567752 -4.249014 -3.027769 0.0 0.0 0.0
C -1.042070 -2.958163 -2.849021 0.0 0.1 0.0
C -0.405452 -2.085841 -1.980843 0.0 -0.1 0.0
N -0.956691 -0.794662 -1.732211 0.2 -0.1 -0.2
N -0.229653 0.228772 -1.777355 -0.3 0.2 0.0
C 1.079801 0.300997 -2.228409 0.0 -0.2 -0.1
C 1.938707 0.948398 -1.306639 0.2 -0.2 -0.1
O 1.559202 1.351220 -0.155458 -0.2 0.0 0.0
C 3.335583 0.982153 -1.670843 0.0 0.1 0.0
C 3.791334 0.447362 -2.826615 0.0 0.0 0.0
C 2.913763 -0.147549 -3.782381 -0.2 0.0 0.0
C 3.385498 -0.621644 -5.020544 0.0 0.0 0.0
C 2.525473 -1.129705 -5.959229 0.0 0.0 0.0
C 1.149466 -1.150945 -5.688273 -0.1 0.0 0.0
C 0.661647 -0.703456 -4.486707 0.0 0.0 0.0
C 1.530667 -0.217620 -3.483275 0.1 0.0 0.0
H 2.632651 -1.127529 0.975997 0.0 0.0 0.0
H 3.173593 -2.116184 -0.401031 0.0 0.0 0.0
H 2.307809 -2.876837 0.971577 0.0 0.0 0.0
H 1.984405 -4.193097 -0.809762 0.0 0.0 0.0
H 0.919292 -5.674852 -2.431209 0.0 0.0 0.0
H -1.051117 -4.915930 -3.728756 0.0 0.0 0.0
H -1.901590 -2.592965 -3.399598 0.0 0.0 0.0
H 4.006629 1.447443 -0.958701 0.0 0.0 0.0
H 4.849392 0.482517 -3.063525 0.0 0.0 0.0
H 4.448920 -0.564050 -5.223617 0.0 0.0 0.0
H 2.897232 -1.490756 -6.908996 0.0 0.0 0.0
H 0.460235 -1.518064 -6.438722 0.0 0.0 0.0
H -0.406280 -0.703113 -4.317481 0.0 0.0 0.0
F -1.545748 4.286719 5.920760 0.0 0.0 0.0
C -1.108485 3.089785 5.452069 -0.1 0.0 0.0
C -1.356540 2.738920 4.140650 0.1 0.1 0.1
C -0.901350 1.528020 3.611857 0.0 0.0 -0.4
C -0.197345 0.672636 4.483708 -0.2 0.1 0.2
C -0.011899 1.049494 5.816096 0.0 0.0 -0.1
F 0.594701 0.215656 6.707120 0.0 0.0 0.0
C -0.443397 2.255910 6.327533 0.0 0.0 0.0
C 0.255603 -0.655559 4.003618 0.2 0.0 0.0
C 1.413361 -1.260734 4.512422 -0.1 -0.2 -0.1
C 1.725198 -2.555367 4.142996 0.0 0.1 0.0
C 0.903983 -3.216887 3.238983 0.0 0.0 0.0
C -0.155446 -2.511483 2.699723 0.1 0.0 0.0
N -0.479134 -1.266591 3.053105 0.1 0.1 0.0
H -1.920706 3.446345 3.538553 0.0 0.0 0.0
H -0.285187 2.514354 7.363986 0.0 0.0 0.0
H 2.038809 -0.717629 5.202958 0.0 0.0 0.0
H 2.599666 -3.045858 4.551912 0.0 0.0 0.0
H 1.090357 -4.237916 2.934307 0.0 0.0 0.0
H -0.782211 -2.969892 1.939714 0.0 0.0 0.0
Se -3.475057 3.776541 0.223242 0.0 -0.1 0.0
Se -2.944407 2.768175 -1.793390 0.0 0.1 -0.1
C -3.614947 0.973245 -1.550502 0.1 0.0 0.0
C -4.027339 0.302407 -2.698905 0.0 0.0 0.0
C -4.415997 -1.017286 -2.574158 0.0 0.0 0.1
C -4.404478 -1.611044 -1.318440 -0.1 -0.1 0.0
C -3.991288 -0.855743 -0.239685 0.0 0.1 -0.1
N -3.589630 0.415222 -0.355163 0.1 0.0 0.2
C -1.731823 4.324572 0.861233 0.0 0.0 -0.1
C -1.706946 5.514560 1.580130 0.0 0.0 0.0
C -0.500894 5.915313 2.126982 0.0 -0.1 0.0
C 0.626691 5.143310 1.893576 0.1 0.1 0.1
C 0.506741 3.996181 1.134941 -0.1 -0.1 -0.1
N -0.664404 3.576018 0.633788 -0.1 0.2 0.2
H -4.030658 0.803311 -3.657155 0.0 0.0 0.0
H -4.734307 -1.577204 -3.443920 0.0 0.0 0.0
H -4.712900 -2.637203 -1.175274 0.0 0.0 0.0
H -3.959779 -1.274897 0.760332 0.0 0.0 0.0
H -2.607100 6.101510 1.703206 0.0 0.0 0.0
H -0.441990 6.819751 2.717485 0.0 0.0 0.0
H 1.592765 5.415949 2.294217 0.0 0.0 0.0
H 1.357376 3.361771 0.911727 0.0 0.0 0.0
```
Forces are in eV/Å.

Computed properties:
Calculated total energy, eV: -188211.0691
Charge: 0
Gap between HOMO and LUMO, eV: 6.766
Energy above the lowest of the compared OMol25 structures with the same formula, charge and spin, kcal/mol: 34.0
Molar mass, g/mol: 918.91